Here is C26H21BiBrN7O2 as an isolated structure from OMol25. Energies are from ωB97M-V/def2-TZVPD.

Calculated values
Total charge: +2
Orbital gap: 7.2 eV
Relative energy (zero: lowest compared OMol25 entry of this formula, charge and spin): 2.3 kcal/mol
HOMO level: -14.020 eV
Spin multiplicity: 1
Largest force on an atom: 0.199 eV/A
Total energy: -4325.3075 Ha

XYZ file:
```
58
Properties=species:S:1:pos:R:3:forces:R:3:nbo_charge:R:1
Bi 0.645894 -0.925316 0.912641 -0.10 0.16 0.08 1.72
C 3.231304 2.407849 -1.018578 0.07 -0.03 0.01 0.03
C 2.808866 1.224489 -0.420739 0.03 0.01 0.02 0.05
N 1.517775 1.019959 -0.192048 -0.12 0.06 0.03 -0.48
C 0.636941 1.956493 -0.570552 -0.15 -0.12 0.04 0.13
C 1.087554 3.125233 -1.165182 0.05 0.04 0.00 0.05
N 2.378660 3.353797 -1.378274 -0.08 -0.05 0.02 -0.30
C -0.799802 1.617859 -0.404759 0.14 0.08 -0.06 0.19
C -1.811527 2.552273 -0.499895 -0.01 -0.05 0.01 -0.23
C -3.140480 2.140563 -0.383919 -0.02 0.03 0.00 0.19
C -3.382915 0.780333 -0.192213 0.00 0.01 -0.02 -0.23
C -2.325054 -0.103612 -0.109732 -0.03 -0.16 -0.03 0.20
N -1.052945 0.317374 -0.196469 0.04 -0.03 0.05 -0.53
C -2.504998 -1.572427 0.024696 0.08 0.15 -0.01 0.12
C -3.694179 -2.226937 -0.266711 -0.04 -0.04 0.02 0.04
N -3.804921 -3.547328 -0.191199 0.04 0.04 0.00 -0.30
C -2.726401 -4.228459 0.163915 0.05 -0.05 0.02 0.04
C -1.522210 -3.593394 0.450132 -0.01 0.00 0.03 0.03
N -1.423208 -2.271955 0.382805 -0.01 0.03 0.00 -0.47
C -4.250810 3.109472 -0.473963 0.07 -0.02 -0.04 -0.10
C -5.388698 2.972401 0.312243 -0.01 0.01 0.00 -0.24
C -6.398228 3.915204 0.182686 -0.05 0.01 0.03 0.06
N -6.344671 4.936246 -0.665712 0.05 -0.05 -0.01 -0.36
C -5.258373 5.054469 -1.421742 -0.01 0.05 -0.03 0.06
C -4.183926 4.179228 -1.360594 -0.04 0.00 0.04 -0.24
H 4.283237 2.580308 -1.205200 0.01 0.01 0.00 0.24
H 3.502449 0.453721 -0.120125 0.01 -0.01 -0.01 0.25
H 0.395923 3.889493 -1.492928 0.00 0.02 -0.02 0.22
H -1.579835 3.599689 -0.622528 -0.01 0.02 -0.02 0.25
H -4.399083 0.422964 -0.117497 -0.02 0.00 -0.01 0.25
H -4.574007 -1.684089 -0.585366 -0.02 0.00 -0.01 0.22
H -2.806010 -5.306257 0.221050 -0.03 -0.01 -0.01 0.24
H -0.638543 -4.154159 0.727378 0.01 -0.01 0.00 0.22
H -5.488748 2.177544 1.039692 0.01 -0.01 0.00 0.22
H -7.290601 3.845224 0.792780 0.00 0.00 0.01 0.22
H -5.243304 5.887482 -2.114130 0.00 0.01 0.00 0.22
H -3.340032 4.321263 -2.022289 0.02 -0.01 -0.01 0.22
Br 3.587753 -4.917418 -3.758254 0.04 -0.06 -0.06 0.15
C 2.780456 -3.785943 -2.503359 -0.04 0.05 0.03 -0.07
C 2.916939 -4.056455 -1.148912 -0.02 0.04 -0.01 -0.24
C 2.318699 -3.211656 -0.223684 0.06 -0.06 -0.08 -0.17
C 1.588770 -2.107815 -0.656392 0.00 -0.04 -0.02 -0.47
C 1.454324 -1.847685 -2.017018 -0.01 -0.01 -0.02 -0.22
C 2.053278 -2.684520 -2.944111 0.01 -0.02 0.06 -0.21
H 3.490762 -4.912621 -0.823448 0.00 -0.02 0.00 0.25
H 2.451993 -3.425515 0.831544 -0.01 0.02 0.03 0.21
H 0.885964 -0.996727 -2.373681 -0.02 0.03 0.00 0.22
H 1.958961 -2.488840 -4.002537 0.00 0.00 -0.03 0.25
N 6.012414 -0.654264 3.895564 -0.14 0.07 -0.04 -0.86
C 4.700411 -1.268777 3.737656 0.06 -0.07 0.04 -0.36
C 3.979246 -0.631155 2.560007 -0.01 -0.03 0.06 0.83
O 4.635098 0.335312 1.980891 0.08 0.08 0.16 -0.65
O 2.869162 -0.985240 2.181403 0.04 -0.06 -0.09 -0.71
H 6.773022 -1.306637 3.760411 -0.01 0.03 -0.03 0.40
H 6.134113 -0.208847 4.794727 -0.01 -0.02 0.01 0.40
H 5.475841 0.407808 2.528036 0.06 -0.08 -0.14 0.53
H 4.065945 -1.137555 4.615462 -0.01 0.00 -0.01 0.25
H 4.751765 -2.342446 3.548023 -0.01 0.03 0.00 0.24
```
Forces are in eV/Å.

---

Here is C5H10O as an isolated structure in a non-equilibrium geometry from OMol25. Energies are from ωB97M-V/def2-TZVPD.

Calculated values
Orbital gap (alpha / beta): 6.1 / 9.5 eV
Relative energy (zero: lowest compared OMol25 entry of this formula, charge and spin): 139.9 kcal/mol
HOMO level (alpha / beta): -6.499 / -8.647 eV
Spin multiplicity: 1
Largest force on an atom: 1.277 eV/A
Total energy: -271.5297 Ha

XYZ file:
```
16
Properties=species:S:1:pos:R:3:forces:R:3:nbo_charge:R:1
C -1.249326 -1.185183 -0.205413 -0.04 -0.02 0.10 -0.63
C -0.391761 0.057469 -0.151224 -0.07 -0.30 -0.21 0.27
C -1.157794 1.347633 -0.001642 0.02 0.03 0.11 -0.64
C 0.966812 -0.026426 0.628541 0.65 -0.10 0.77 -0.55
C 1.524598 -0.132185 -0.677721 1.21 -0.01 -0.40 0.22
O 0.449048 0.101262 -1.412080 -1.03 0.17 -0.36 -0.47
H -1.962701 -1.131522 -1.034132 0.11 0.02 0.11 0.22
H -1.810284 -1.275042 0.730480 0.05 0.00 -0.12 0.22
H -0.632705 -2.081001 -0.323642 -0.06 0.15 -0.01 0.22
H -1.921102 1.443233 -0.780865 0.12 -0.06 0.10 0.23
H -0.487391 2.210444 -0.060407 -0.07 -0.15 0.00 0.23
H -1.656311 1.363305 0.974024 0.06 -0.01 -0.12 0.22
H 1.596557 -0.780398 1.247222 -1.04 0.03 -0.03 0.27
H 1.141333 0.880957 1.206722 -0.05 0.13 -0.11 0.23
H 2.441691 -0.526701 -1.094282 -0.19 0.05 0.03 0.21
H 3.149339 -0.265847 0.954426 0.33 0.05 0.13 -0.25
```
Forces are in eV/Å.

---

Here is a 3-piece molecular cluster, C28H40FINO10 overall in a non-equilibrium geometry from OMol25. Energies are from ωB97M-V/def2-TZVPD.

Calculated values
Total charge: +1
Orbital gap: 7.2 eV
HOMO level: -12.298 eV
Spin multiplicity: 1
Largest force on an atom: 2.685 eV/A
Total energy: -2295.3751 Ha

XYZ file:
```
81
Properties=species:S:1:pos:R:3:forces:R:3:lowdin_charge:R:1
C 1.092636 1.371925 2.438339 0.18 0.60 -1.24 -0.10
C 2.257885 1.611569 1.426641 0.39 -0.11 0.68 -0.24
C 3.398553 0.554649 1.573968 -0.90 -0.17 -0.67 -0.19
C 3.878057 -0.019243 0.178900 -0.47 0.08 2.15 -0.18
C 3.877391 -1.556647 0.295741 0.76 -0.21 -0.81 -0.20
C 3.966894 -2.357715 -1.054291 0.65 0.64 0.54 -0.19
C 3.754810 -1.537527 -2.345257 -0.50 -0.79 -0.26 -0.20
C 2.295395 -1.145853 -2.661198 0.23 -0.30 -0.25 -0.20
C 1.278600 -2.319850 -2.664643 -0.45 0.91 -0.79 -0.16
C -0.148081 -1.726577 -2.434647 0.01 -0.33 0.29 -0.10
C -0.696412 -1.998271 -1.040636 -0.74 -0.09 -0.05 -0.08
C 0.148673 -2.305875 0.003806 1.17 0.03 -1.06 0.04
N -0.275121 -2.580999 1.230528 -0.07 0.15 -0.44 0.18
C -1.577283 -2.563798 1.545552 -0.53 -0.32 1.66 -0.24
C -1.886067 -2.946470 2.990088 1.70 -1.13 -0.42 -0.04
C -1.216307 -2.003480 3.982673 -1.35 1.77 1.50 -0.41
O -1.793254 -1.120660 4.536000 0.55 -0.90 -0.72 0.19
F 0.100764 -2.194145 4.289277 -0.59 -0.63 -1.01 0.10
C -2.515110 -2.244482 0.589188 -0.28 0.27 -0.44 -0.50
I -4.566000 -2.209660 1.107764 0.53 -0.02 -0.26 1.14
C -2.064002 -1.950440 -0.712237 -0.53 0.50 0.01 -0.07
C -3.080406 -1.591430 -1.808562 0.05 -0.20 -0.78 -0.47
O -3.138176 -2.264440 -2.796128 -0.19 0.03 0.65 0.19
O -3.888853 -0.501360 -1.647598 1.13 -0.38 0.08 -0.06
C -3.163755 0.724548 -1.461777 0.14 1.02 0.32 -0.10
C -2.514407 1.269580 -2.758997 -0.22 0.51 -0.38 -0.19
O -2.986019 2.233881 -3.299857 0.19 -0.25 0.34 0.09
H 1.432089 0.959965 3.393639 -0.20 0.18 -0.14 0.07
H 0.375960 0.702091 1.924671 0.18 -0.14 0.57 0.04
H 0.549695 2.321607 2.554691 0.12 -0.34 0.40 0.07
H 2.725965 2.595768 1.545665 -0.46 -0.16 -0.02 0.07
H 1.798552 1.587018 0.425356 0.37 -0.04 0.14 0.09
H 4.247681 0.941265 2.150275 -0.29 0.09 -0.12 0.11
H 2.956735 -0.259456 2.179015 0.38 0.07 -0.22 0.08
H 3.173745 0.380456 -0.554202 0.46 -0.22 -0.18 0.08
H 4.893353 0.378136 0.050695 -0.33 -0.26 -0.62 0.12
H 3.038628 -1.933270 0.909168 0.07 0.39 -0.25 0.07
H 4.778854 -1.819310 0.873529 -0.42 0.00 0.02 0.12
H 4.986561 -2.768454 -1.120616 -0.36 0.01 0.00 0.11
H 3.303409 -3.230404 -0.962331 0.16 0.18 -0.40 0.09
H 4.090540 -2.184577 -3.176261 -0.12 0.22 0.21 0.12
H 4.409920 -0.657026 -2.399452 -0.23 -0.20 0.29 0.12
H 1.885833 -0.351281 -2.018931 0.43 -0.17 0.08 0.09
H 2.297753 -0.732507 -3.684059 -0.13 0.05 0.38 0.12
H 1.267038 -2.772057 -3.666825 0.13 -0.02 0.37 0.12
H 1.518965 -3.128151 -1.966562 -0.09 0.21 -0.14 0.09
H -0.133689 -0.627522 -2.533460 0.21 -0.32 -0.09 0.11
H -0.861091 -2.073180 -3.192312 0.18 -0.09 0.38 0.12
H 1.216745 -2.362119 -0.199993 -0.18 0.04 0.46 0.12
H 0.427587 -2.820346 1.927162 -0.17 0.08 0.11 0.19
H -1.407708 -3.937107 3.123274 -0.26 0.25 0.03 0.15
H -2.947863 -3.096778 3.176618 0.22 0.55 0.14 0.07
H -2.410507 0.679473 -0.652945 -0.15 -0.35 -0.26 0.13
H -3.892111 1.484111 -1.150946 0.06 -0.34 -0.19 0.15
H -1.593946 0.835293 -3.214064 -0.31 -0.33 0.48 0.13
C 3.438020 3.589332 6.309632 -0.05 -0.47 0.05 -0.01
C 4.428340 3.713076 5.166708 -0.39 0.05 0.60 -0.32
C 4.987678 5.099321 4.978306 0.31 0.16 0.07 -0.09
O 5.292675 5.116956 3.579265 -0.26 -0.18 -0.03 0.08
C 4.451548 4.243280 2.975744 0.11 0.10 -0.05 -0.55
O 4.303884 4.154740 1.799480 0.02 -0.02 0.00 0.16
O 3.799524 3.481002 3.894127 0.27 0.12 -0.23 0.07
H 3.480521 2.587976 6.738953 -0.06 0.03 0.01 0.08
H 3.662241 4.293591 7.111408 0.02 0.05 -0.07 0.09
H 2.415414 3.746695 5.967617 0.07 0.21 -0.06 0.09
H 5.230146 2.979090 5.281575 0.06 0.08 -0.10 0.16
H 5.885485 5.268740 5.569237 0.07 0.04 -0.18 0.14
H 4.265413 5.891942 5.188908 -0.09 -0.11 0.03 0.14
C -5.840645 1.249794 -4.006038 -0.43 0.39 0.12 -0.01
C -6.969557 0.237778 -4.070053 0.54 0.39 0.00 -0.32
C -6.511159 -1.188098 -4.242956 -0.03 -0.29 0.16 -0.11
O -7.620693 -1.786899 -4.913695 0.05 0.24 -0.06 0.06
C -8.250327 -0.796935 -5.608727 -0.16 0.01 -0.11 -0.55
O -9.089601 -0.978855 -6.422730 -0.02 -0.01 -0.02 0.18
O -7.780448 0.425803 -5.237015 -0.09 -0.37 0.09 0.09
H -6.129023 2.094869 -3.379556 0.07 0.04 -0.07 0.09
H -4.946573 0.817535 -3.572029 -0.07 -0.17 -0.07 0.04
H -5.604913 1.651067 -4.991129 0.04 -0.20 -0.05 0.10
H -7.616730 0.338022 -3.193947 -0.04 -0.13 -0.03 0.16
H -6.325964 -1.683401 -3.290986 -0.10 -0.12 -0.07 0.13
H -5.624361 -1.285283 -4.875531 0.02 0.15 0.02 0.14
```
Forces are in eV/Å.